# 1
{
  "formula": "C29H28NO19PS",
  "method": "the ωB97M-V functional and the def2-TZVPD basis",
  "homo_ev": -8.899,
  "gap_ev": 7.08,
  "smiles": "O=C1C=C(O)C(=O)C=C1O.O=C1C=C(O)C(=O)C=C1O.O=C1C=C(O)C(=O)C=C1O.O=C1C=C(O)C(=O)C=C1O.CP(O)NC(=O)OCCCS",
  "spin_multiplicity": 1,
  "elements": ["C", "P", "O", "N", "C", "O", "O", "C", "C", "C", "S", "H", "H", "H", "H", "H", "H", "H", "H", "H", "H", "H", "H", "C", "C", "C", "O", "C", "C", "C", "O", "O", "O", "H", "H", "H", "H", "C", "C", "C", "O", "C", "C", "C", "O", "O", "O", "H", "H", "H", "H", "C", "C", "C", "O", "C", "C", "C", "O", "O", "O", "H", "H", "H", "H", "C", "C", "C", "O", "C", "C", "C", "O", "O", "O", "H", "H", "H", "H"],
  "positions_angstrom": [[-4.90, 0.94, 0.84], [-4.62, 1.52, 2.64], [-4.41, 0.06, 3.64], [-3.11, 2.45, 2.74], [-1.92, 1.67, 2.16], [-1.60, 1.95, 0.89], [-1.22, 0.76, 3.07], [-0.63, -0.40, 2.39], [-1.61, -1.75, 2.38], [-2.34, -1.99, 0.92], [-1.09, -2.30, -0.48], [-5.74, 1.58, 0.30], [-5.30, -0.18, 0.90], [-3.90, 0.90, 0.24], [-4.15, -0.63, 2.93], [-2.87, 2.68, 3.73], [-0.20, -0.20, 1.32], [0.31, -0.72, 3.05], [-2.34, -1.80, 3.29], [-0.87, -2.67, 2.51], [-2.92, -1.02, 0.61], [-3.13, -2.88, 1.01], [-1.12, -1.10, -1.27], [-9.15, 2.52, -3.81], [-8.36, 1.50, -3.48], [-8.21, 1.06, -2.06], [-7.49, 0.11, -1.79], [-8.93, 1.82, -1.03], [-9.72, 2.85, -1.36], [-9.89, 3.26, -2.78], [-10.63, 4.20, -3.06], [-10.40, 3.57, -0.40], [-7.65, 0.80, -4.44], [-9.27, 2.85, -4.84], [-8.80, 1.51, 0.00], [-10.90, 4.25, -0.89], [-7.16, 0.10, -3.95], [-0.42, 1.57, 8.42], [-0.63, 1.71, 7.11], [-1.08, 3.01, 6.54], [-1.25, 3.12, 5.33], [-1.31, 4.13, 7.46], [-1.10, 3.99, 8.77], [-0.63, 2.70, 9.34], [-0.43, 2.61, 10.55], [-1.32, 5.04, 9.65], [-0.44, 0.66, 6.24], [-0.09, 0.64, 8.85], [-1.66, 5.07, 7.03], [-1.10, 4.69, 10.54], [-0.66, 1.01, 5.35], [4.47, -2.90, -3.42], [4.76, -1.65, -3.80], [3.73, -0.58, -3.76], [4.03, 0.56, -4.11], [2.38, -0.93, -3.31], [2.09, -2.18, -2.93], [3.13, -3.25, -2.94], [2.84, -4.38, -2.57], [0.82, -2.52, -2.51], [6.02, -1.32, -4.25], [5.21, -3.69, -3.44], [1.63, -0.14, -3.31], [0.87, -3.48, -2.29], [5.98, -0.36, -4.47], [10.37, -3.65, -6.16], [11.67, -3.42, -5.95], [12.13, -2.65, -4.77], [13.33, -2.47, -4.59], [11.11, -2.13, -3.84], [9.82, -2.36, -4.05], [9.35, -3.15, -5.23], [8.16, -3.36, -5.38], [8.86, -1.87, -3.19], [12.63, -3.88, -6.83], [10.02, -4.21, -7.02], [11.47, -1.55, -2.99], [8.00, -2.17, -3.56], [13.49, -3.59, -6.46]]
}


# 2
{
  "formula": "C29H28O6",
  "method": "the ωB97M-V functional and the def2-TZVPD basis",
  "homo_ev": -5.681,
  "e_above_lowest_ev": 0.268,
  "gap_ev": 2.65,
  "spin_multiplicity": 1,
  "elements": ["C", "O", "C", "C", "C", "C", "C", "C", "C", "C", "C", "O", "C", "C", "C", "C", "C", "C", "H", "H", "H", "H", "H", "H", "H", "H", "H", "H", "H", "H", "H", "H", "H", "C", "C", "C", "O", "C", "O", "C", "C", "C", "C", "C", "C", "C", "C", "C", "O", "O", "H", "H", "H", "H", "H", "H", "H", "H", "H", "H", "H", "H", "H"],
  "positions_angstrom": [[5.66, 3.11, 2.62], [5.38, 1.69, 2.66], [4.08, 1.32, 2.54], [3.78, -0.06, 2.72], [2.48, -0.49, 2.68], [1.40, 0.43, 2.47], [0.08, -0.07, 2.55], [-1.11, 0.69, 2.69], [-2.37, 0.02, 2.54], [-3.54, 0.74, 2.62], [-3.51, 2.15, 2.79], [-4.73, 2.74, 2.67], [-5.69, 1.67, 2.33], [-4.98, 0.34, 2.53], [-2.30, 2.83, 3.01], [-1.14, 2.09, 3.01], [1.74, 1.78, 2.16], [3.04, 2.23, 2.24], [6.74, 3.18, 2.73], [5.34, 3.55, 1.67], [5.16, 3.63, 3.45], [4.60, -0.75, 2.90], [2.23, -1.54, 2.80], [-0.03, -1.15, 2.53], [-2.40, -1.06, 2.38], [-6.58, 1.80, 2.96], [-5.98, 1.81, 1.28], [-5.16, -0.37, 1.72], [-5.31, -0.13, 3.46], [-2.32, 3.91, 3.19], [-0.22, 2.60, 3.28], [0.99, 2.50, 1.84], [3.27, 3.29, 2.08], [-1.95, -5.66, 4.59], [-0.50, -5.99, 4.91], [-0.26, -6.06, 6.43], [-0.12, -7.27, 4.39], [0.01, -7.36, 3.02], [-0.12, -8.45, 2.49], [0.30, -6.13, 2.31], [0.36, -6.17, 0.85], [-1.03, -6.00, 0.25], [-1.52, -4.71, 0.04], [-2.81, -4.54, -0.48], [-3.60, -5.66, -0.75], [-3.12, -6.95, -0.49], [-1.83, -7.11, 0.03], [0.51, -4.91, 3.03], [0.80, -3.84, 2.51], [0.39, -4.97, 4.40], [-2.13, -5.62, 3.51], [-2.59, -6.43, 5.04], [-2.21, -4.70, 5.04], [0.78, -6.31, 6.63], [-0.48, -5.09, 6.89], [-0.90, -6.82, 6.88], [1.01, -5.34, 0.54], [0.76, -7.15, 0.57], [-0.88, -3.86, 0.30], [-3.17, -3.53, -0.67], [-4.60, -5.53, -1.16], [-3.73, -7.83, -0.68], [-1.44, -8.10, 0.30]]
}


# 3
{
  "formula": "C29H29AlN2O5",
  "method": "the ωB97M-V functional and the def2-TZVPD basis",
  "homo_ev": -7.791,
  "e_above_lowest_ev": 0.000,
  "gap_ev": 6.87,
  "spin_multiplicity": 1,
  "elements": ["C", "C", "C", "H", "C", "C", "H", "C", "C", "C", "H", "C", "C", "H", "H", "H", "H", "H", "H", "Al", "C", "C", "C", "H", "H", "H", "H", "H", "H", "C", "C", "H", "H", "O", "N", "C", "H", "C", "C", "H", "C", "H", "C", "H", "C", "H", "C", "H", "H", "H", "O", "C", "O", "C", "C", "C", "C", "C", "C", "N", "O", "O", "H", "H", "H", "H"],
  "positions_angstrom": [[-0.82, -0.68, 0.71], [-0.80, -1.77, -0.24], [0.28, -2.64, 0.02], [-1.49, -1.95, -1.04], [1.07, -2.09, 1.07], [0.49, -0.83, 1.46], [1.91, -2.59, 1.57], [-1.72, 1.78, -1.45], [-2.31, 0.77, -2.18], [-1.33, -0.04, -2.81], [-3.40, 0.62, -2.28], [-0.09, 0.56, -2.64], [-0.28, 1.72, -1.72], [0.51, -3.57, -0.50], [0.84, -0.30, 2.34], [-1.77, -0.48, 1.26], [0.37, 2.59, -1.72], [-1.53, -0.91, -3.43], [-2.18, 2.56, -0.87], [0.50, 0.94, 0.16], [1.27, 0.00, -2.97], [2.19, 1.18, -3.37], [1.22, -1.16, -3.99], [1.69, 1.77, -4.15], [3.15, 0.83, -3.77], [2.41, 1.82, -2.50], [0.69, -0.85, -4.91], [0.71, -2.05, -3.56], [2.27, -1.44, -4.25], [1.77, -0.70, -1.67], [3.09, -0.24, -1.10], [1.65, -1.78, -1.72], [1.05, -0.51, -0.82], [2.99, 0.73, -0.22], [4.18, -1.06, -1.49], [4.38, -2.21, -0.56], [5.05, -0.55, -1.57], [3.67, -3.48, -0.93], [3.51, -4.40, 0.11], [3.94, -4.15, 1.09], [2.81, -5.58, -0.09], [2.67, -6.27, 0.75], [2.32, -5.89, -1.37], [1.79, -6.84, -1.54], [2.51, -4.98, -2.42], [2.16, -5.22, -3.43], [3.16, -3.76, -2.21], [3.31, -3.04, -3.02], [3.98, -1.89, 0.43], [5.46, -2.42, -0.42], [0.64, 1.67, 3.20], [-0.16, 2.25, 2.48], [-0.14, 2.32, 1.14], [-1.40, 2.85, 3.04], [-2.62, 2.70, 2.34], [-3.79, 3.27, 2.83], [-3.72, 3.99, 4.03], [-2.51, 4.12, 4.76], [-1.38, 3.51, 4.28], [-4.85, 4.73, 4.49], [-5.93, 4.71, 3.86], [-4.72, 5.44, 5.52], [-2.67, 2.09, 1.42], [-4.72, 3.21, 2.25], [-2.47, 4.74, 5.65], [-0.45, 3.49, 4.84]]
}


# 4
{
  "formula": "C29H29AsClCuO4",
  "method": "the ωB97M-V functional and the def2-TZVPD basis",
  "homo_ev": -8.136,
  "e_above_lowest_ev": 0.000,
  "gap_ev": 8.48,
  "spin_multiplicity": 1,
  "elements": ["Cu", "C", "C", "O", "C", "C", "H", "H", "H", "H", "H", "H", "H", "H", "H", "H", "O", "As", "C", "C", "C", "C", "C", "C", "C", "C", "C", "C", "C", "C", "C", "C", "C", "C", "C", "C", "H", "H", "H", "H", "H", "H", "H", "H", "H", "H", "H", "H", "H", "H", "H", "Cl", "C", "C", "C", "C", "C", "C", "C", "O", "O", "H", "H", "H", "H"],
  "positions_angstrom": [[0.19, 1.42, -0.16], [3.17, -0.08, -1.46], [3.26, 1.38, -1.84], [2.51, 2.14, -0.90], [2.68, 3.55, -1.05], [1.96, 4.12, -2.26], [3.73, -0.68, -2.17], [2.13, -0.42, -1.47], [3.56, -0.25, -0.46], [2.87, 1.54, -2.85], [4.30, 1.72, -1.83], [3.75, 3.78, -1.07], [2.27, 3.98, -0.13], [2.34, 3.69, -3.19], [2.13, 5.20, -2.30], [0.89, 3.93, -2.19], [0.85, 0.01, 0.90], [-0.20, -0.97, 1.78], [-0.03, -0.51, 3.62], [0.83, 0.53, 3.94], [0.97, 0.90, 5.27], [0.27, 0.23, 6.26], [-0.59, -0.81, 5.93], [-0.75, -1.18, 4.61], [-2.04, -0.97, 1.28], [-2.65, 0.09, 0.62], [-4.00, 0.02, 0.30], [-4.73, -1.10, 0.65], [-4.13, -2.16, 1.32], [-2.78, -2.10, 1.63], [0.39, -2.78, 1.55], [0.22, -3.35, 0.29], [0.69, -4.63, 0.05], [1.32, -5.34, 1.06], [1.49, -4.77, 2.31], [1.02, -3.48, 2.56], [1.37, 1.04, 3.16], [1.64, 1.71, 5.53], [0.39, 0.53, 7.30], [-1.14, -1.32, 6.71], [-1.43, -1.99, 4.36], [-2.10, 0.99, 0.36], [-4.44, 0.85, -0.24], [-5.79, -1.15, 0.39], [-4.71, -3.03, 1.58], [-2.31, -2.95, 2.11], [-0.28, -2.80, -0.51], [0.57, -5.07, -0.93], [1.69, -6.34, 0.87], [1.99, -5.32, 3.10], [1.16, -3.03, 3.54], [0.11, 0.99, -7.45], [-0.44, 1.38, -5.85], [-1.67, 2.01, -5.68], [-2.10, 2.31, -4.40], [-1.32, 2.01, -3.29], [-0.09, 1.39, -3.49], [0.35, 1.06, -4.76], [-1.84, 2.35, -1.91], [-3.05, 2.35, -1.72], [-0.95, 2.62, -1.01], [-2.27, 2.26, -6.55], [-3.07, 2.77, -4.24], [0.53, 1.16, -2.63], [1.30, 0.56, -4.91]]
}


# 5
{
  "formula": "C29H29CdN5O3S4",
  "method": "the ωB97M-V functional and the def2-TZVPD basis",
  "homo_ev": -0.638,
  "e_above_lowest_ev": 4.865,
  "gap_ev": 4.25,
  "spin_multiplicity": 1,
  "charge": -2,
  "elements": ["Cd", "S", "C", "N", "C", "C", "S", "H", "H", "H", "H", "H", "C", "C", "O", "C", "C", "C", "C", "C", "C", "H", "H", "H", "H", "H", "H", "H", "H", "O", "S", "C", "C", "C", "C", "C", "C", "C", "C", "C", "C", "C", "C", "H", "H", "H", "H", "H", "H", "H", "H", "H", "H", "N", "C", "N", "C", "N", "C", "O", "C", "C", "H", "H", "H", "H", "H", "H", "S", "C", "N"],
  "positions_angstrom": [[0.65, -0.14, -0.02], [1.16, -4.12, -0.82], [-0.12, -4.18, -1.83], [-1.14, -3.31, -1.90], [-2.33, -3.73, -2.60], [-1.84, -4.63, -3.73], [-0.39, -5.47, -3.02], [-1.09, -2.45, -1.35], [-2.88, -2.88, -2.98], [-2.98, -4.30, -1.93], [-1.51, -4.06, -4.59], [-2.58, -5.37, -4.03], [-3.52, -0.59, 3.60], [-2.55, -0.03, 2.57], [-2.20, -0.74, 1.66], [-2.14, 1.41, 2.67], [-2.91, 2.25, 3.38], [-2.80, 3.70, 3.25], [-1.79, 4.25, 2.57], [-0.62, 3.40, 2.13], [-0.95, 1.90, 1.89], [-3.60, -1.66, 3.45], [-4.51, -0.14, 3.48], [-3.17, -0.39, 4.62], [-3.73, 1.87, 3.97], [-3.58, 4.32, 3.67], [-1.71, 5.33, 2.45], [-0.17, 3.79, 1.21], [-1.13, 1.78, 0.82], [0.79, 2.14, -0.79], [-0.39, 2.25, -1.77], [-0.19, 4.32, -1.69], [-1.29, 5.07, -2.08], [-1.36, 6.44, -1.83], [-0.33, 7.07, -1.14], [0.77, 6.33, -0.72], [0.84, 4.97, -1.00], [0.30, 2.32, -3.44], [-0.46, 2.72, -4.53], [0.14, 2.82, -5.78], [1.49, 2.52, -5.94], [2.23, 2.10, -4.84], [1.64, 2.00, -3.59], [-2.12, 4.57, -2.58], [-2.23, 7.01, -2.16], [-0.39, 8.14, -0.93], [1.57, 6.81, -0.17], [1.69, 4.38, -0.67], [-1.51, 2.95, -4.41], [-0.45, 3.15, -6.64], [1.95, 2.61, -6.92], [3.28, 1.85, -4.96], [2.19, 1.67, -2.72], [6.62, 1.77, -0.59], [5.86, 0.93, -0.34], [5.12, -0.10, -0.02], [3.88, -0.37, -0.17], [2.80, -0.79, -0.29], [-0.86, -0.51, -4.15], [-0.09, -0.44, -2.98], [-0.68, 0.18, -1.80], [-2.20, 0.07, -1.74], [-1.51, 0.37, -4.29], [-1.50, -1.40, -4.18], [-0.17, -0.55, -4.99], [-2.62, -0.68, -2.41], [-2.68, 1.04, -1.99], [-2.53, -0.17, -0.72], [0.54, 0.89, 2.30], [0.38, 3.64, 3.22], [1.02, 4.01, 4.09]]
}


# 6
{
  "formula": "C29H29F3N5O5SSbSc",
  "method": "the ωB97M-V functional and the def2-TZVPD basis",
  "homo_ev": -4.918,
  "e_above_lowest_ev": 0.000,
  "gap_ev": 7.01,
  "spin_multiplicity": 1,
  "charge": -1,
  "elements": ["Sc", "C", "C", "N", "C", "S", "N", "N", "C", "C", "C", "C", "C", "C", "C", "N", "H", "H", "H", "H", "H", "H", "H", "H", "H", "H", "H", "H", "H", "O", "C", "C", "C", "N", "C", "C", "C", "O", "O", "C", "O", "O", "H", "H", "H", "C", "Sb", "C", "C", "H", "H", "H", "H", "H", "H", "H", "H", "H", "F", "C", "F", "F", "C", "C", "C", "C", "C", "C", "C", "C", "H", "H", "H", "H"],
  "positions_angstrom": [[-0.05, -0.39, -0.76], [0.24, -5.33, 3.36], [0.34, -3.81, 3.51], [-0.68, -3.11, 2.75], [-0.52, -2.70, 1.46], [-1.76, -1.81, 0.68], [0.52, -3.16, 0.82], [0.70, -2.62, -0.41], [1.27, -3.33, -1.31], [1.78, -4.73, -1.11], [1.55, -2.56, -2.58], [2.21, -3.16, -3.63], [2.57, -2.40, -4.72], [2.22, -1.05, -4.73], [1.49, -0.53, -3.68], [1.18, -1.29, -2.62], [1.07, -5.80, 3.85], [0.30, -5.54, 2.29], [-0.69, -5.72, 3.75], [1.32, -3.53, 3.12], [0.31, -3.51, 4.55], [-1.46, -2.67, 3.20], [1.39, -5.14, -0.18], [2.87, -4.71, -1.05], [1.50, -5.38, -1.94], [2.46, -4.21, -3.61], [3.10, -2.82, -5.58], [2.50, -0.45, -5.59], [1.17, 0.51, -3.71], [-1.72, 5.33, -2.74], [-1.31, 4.05, -2.56], [-2.13, 2.94, -2.75], [-1.62, 1.72, -2.46], [-0.37, 1.56, -2.02], [0.41, 2.61, -1.85], [-0.01, 3.89, -2.09], [1.78, 2.21, -1.24], [2.65, 3.06, -1.14], [1.84, 0.96, -0.97], [-2.40, 0.40, -2.50], [-3.51, 0.40, -2.98], [-1.76, -0.58, -1.98], [-2.64, 5.33, -3.05], [-3.18, 3.02, -3.08], [0.70, 4.68, -1.90], [2.90, 1.39, 2.00], [3.15, -0.52, 1.03], [5.03, -0.20, -0.04], [4.14, -1.59, 2.71], [3.59, 1.56, 2.81], [1.86, 1.45, 2.33], [3.06, 2.14, 1.22], [5.79, 0.20, 0.64], [4.82, 0.54, -0.85], [5.38, -1.13, -0.50], [5.09, -1.12, 2.97], [4.34, -2.63, 2.41], [3.49, -1.62, 3.59], [-6.22, 5.30, 3.20], [-6.39, 4.38, 2.22], [-6.81, 5.03, 1.12], [-7.41, 3.57, 2.58], [-5.13, 3.62, 1.97], [-4.91, 2.39, 2.55], [-3.71, 1.75, 2.33], [-2.75, 2.35, 1.54], [-2.97, 3.60, 0.97], [-4.16, 4.25, 1.20], [-1.53, 1.65, 1.27], [-0.53, 1.07, 0.92], [-5.67, 1.92, 3.14], [-3.53, 0.75, 2.73], [-2.19, 4.04, 0.37], [-4.39, 5.23, 0.80]]
}


# 7
{
  "formula": "C29H29GeN2OS5Se2W",
  "method": "the ωB97M-V functional and the def2-TZVPD basis",
  "homo_ev": [-16.648, -16.652],
  "gap_ev": [2.93, 3.04],
  "s2": 0.772,
  "spin_multiplicity": 2,
  "charge": 4,
  "elements": ["W", "Se", "Se", "C", "C", "C", "C", "C", "N", "C", "C", "C", "C", "C", "N", "H", "H", "H", "H", "H", "H", "H", "H", "S", "S", "S", "S", "C", "Ge", "C", "C", "C", "C", "C", "C", "C", "C", "C", "C", "C", "C", "C", "C", "C", "C", "H", "H", "H", "H", "H", "H", "H", "H", "H", "H", "H", "H", "H", "H", "H", "C", "S", "C", "O", "H", "H", "H", "H", "H", "H"],
  "positions_angstrom": [[-2.55, 2.41, 1.20], [-4.78, 0.56, 1.91], [-1.54, -0.30, -0.21], [-1.82, 1.24, -1.35], [-1.65, 1.32, -2.70], [-2.56, 1.98, -3.53], [-3.58, 2.67, -2.92], [-3.61, 2.79, -1.55], [-2.67, 2.16, -0.80], [-3.42, 0.67, 3.21], [-3.14, -0.19, 4.25], [-2.59, 0.41, 5.35], [-2.10, 1.71, 5.32], [-1.92, 2.34, 4.12], [-2.73, 1.88, 3.13], [-0.90, 0.65, -3.13], [-2.58, 1.79, -4.61], [-4.41, 3.12, -3.51], [-4.32, 3.42, -1.08], [-3.45, -1.25, 4.15], [-2.50, -0.18, 6.27], [-1.92, 2.24, 6.21], [-1.38, 3.24, 3.93], [-3.58, 4.43, 1.70], [-1.62, 5.16, 1.43], [0.30, 3.78, 1.60], [-0.29, 1.96, 1.04], [1.97, -0.44, 0.62], [0.60, -1.70, 0.03], [1.60, -2.16, -1.67], [2.03, -1.18, -2.59], [2.84, -1.58, -3.69], [3.09, -2.90, -3.94], [2.64, -3.88, -3.09], [2.00, -3.51, -1.89], [0.29, -3.22, 1.26], [0.07, -4.52, 0.80], [0.01, -5.63, 1.71], [-0.13, -5.39, 3.04], [-0.10, -4.06, 3.57], [-0.52, -3.80, 4.91], [-0.41, -2.53, 5.42], [0.02, -1.50, 4.61], [0.24, -1.71, 3.23], [0.17, -2.96, 2.66], [2.92, -0.97, 0.67], [1.79, 0.01, 1.58], [1.93, 0.35, -0.10], [1.85, -0.15, -2.38], [3.29, -0.78, -4.35], [3.73, -3.19, -4.76], [2.81, -4.93, -3.34], [1.83, -4.26, -1.11], [-0.16, -4.64, -0.27], [-0.06, -6.65, 1.32], [-0.19, -6.25, 3.71], [-0.80, -4.70, 5.45], [-0.54, -2.36, 6.51], [0.20, -0.54, 5.04], [0.39, -0.77, 2.74], [2.72, 5.57, -5.34], [3.94, 4.48, -6.10], [3.58, 2.88, -5.24], [3.55, 4.41, -7.58], [2.56, 5.39, -4.27], [1.78, 5.48, -5.89], [3.16, 6.58, -5.51], [3.41, 2.13, -6.03], [2.69, 2.98, -4.57], [4.49, 2.60, -4.65]]
}


no.,M (g/mol)
1,757.572
2,472.537
3,512.542
4,615.468
5,736.263
6,783.358
7,996.269